Record 1
Formula: C31H30BN12O3S2Y
Source: the Open Molecules 2025 dataset
Level of theory: ωB97M-V with the def2-TZVPD basis set

The geometry in XYZ format:
```
80
Properties=species:S:1:pos:R:3:forces:R:3
Y -0.449111 0.430476 -0.054694 -0.3797 -1.7533 -0.6776
N -1.629668 -1.922227 3.707912 -0.0382 -0.3240 -0.0897
C -1.141554 -0.783253 3.226984 0.2439 0.1301 -0.1254
N -0.551804 -1.014368 2.064409 -0.4464 -0.0025 0.2941
C -0.755186 -2.351021 1.883360 0.1931 -0.4269 -0.4513
N -1.393376 -2.951382 2.854783 -0.0223 0.2695 0.1975
C -0.325139 -3.019934 0.636065 -0.0383 0.3632 0.4081
C -0.505085 -4.365669 0.381967 0.0131 -0.1545 -0.0642
N -0.164767 -4.903253 -0.790613 -0.0031 0.1046 0.0707
C 0.366575 -4.084839 -1.688172 0.0392 0.0095 -0.0849
C 0.576867 -2.733431 -1.429287 0.0081 -0.0365 0.1687
N 0.226412 -2.206026 -0.263733 -0.0896 0.2563 -0.3834
H -2.135543 -2.082803 4.562831 0.0232 0.0215 -0.0139
H -1.219234 0.179932 3.703679 -0.0134 0.0596 -0.0129
H -0.938880 -5.013400 1.133087 -0.0061 -0.0197 -0.0115
H 0.620993 -4.484428 -2.661200 -0.0105 -0.0605 0.0267
H 1.013425 -2.078195 -2.171515 -0.0221 -0.0297 0.0246
N 2.003002 -0.156432 0.766329 0.0083 0.3203 0.1317
C 2.625749 0.888745 1.513638 -0.0225 -0.1766 -0.0856
C 3.364552 1.863321 0.863083 0.0388 0.0676 0.0792
C 3.878633 2.927382 1.590331 0.0094 0.0127 -0.0482
C 3.661508 3.026386 2.956007 -0.0273 -0.0649 0.0034
C 2.926465 2.039957 3.601033 0.0088 -0.0203 -0.0250
C 2.413787 0.970796 2.884542 0.0166 0.0290 0.0323
H 2.488905 -0.333484 -0.104624 -0.0017 -0.0793 0.0428
H 1.916237 -1.009065 1.302807 0.0546 -0.0045 -0.0349
H 3.514119 1.806900 -0.208186 0.0027 -0.0131 -0.0244
H 4.445039 3.689529 1.071405 0.0141 0.0252 0.0221
H 4.051183 3.864538 3.516969 0.0135 0.0212 -0.0099
H 2.740535 2.106556 4.665210 0.0065 0.0161 0.0171
H 1.825463 0.204934 3.376584 -0.0013 0.0040 0.0337
S -1.606707 -0.937797 -3.198075 -0.0446 -0.1575 0.0129
C -0.454673 -1.072044 -4.397928 0.2464 -0.1427 0.0824
N -0.282053 -0.009916 -5.250864 -0.1812 0.3850 0.0312
C 0.602956 0.039462 -6.258703 -0.0363 -0.1620 0.0673
C 1.380571 -1.050436 -6.487895 -0.1167 0.0682 -0.0086
C 1.201567 -2.120849 -5.593730 0.1550 -0.1962 -0.1407
N 0.350451 -2.158808 -4.599152 -0.2632 0.2775 0.0253
H -0.854415 0.796841 -5.033414 0.0205 -0.0431 -0.0315
H 0.634390 0.961396 -6.819526 0.0576 -0.0130 -0.0423
H 2.108729 -1.073392 -7.280923 0.0284 -0.0346 0.0070
H 1.815527 -3.008004 -5.714936 0.0270 -0.0108 0.0172
S 2.904329 0.699315 -3.867884 -0.4929 0.0979 0.6293
C 1.814398 0.760961 -2.643795 0.7193 -0.0961 -0.6014
N 1.063900 0.767750 -1.743589 -0.1281 0.1780 -0.2746
N -4.215305 -2.272481 -0.530798 0.0727 -0.0347 0.0247
C -3.553260 -1.096248 -0.494748 0.0940 0.1015 0.0341
O -2.412501 -1.041155 0.049832 0.1696 0.0147 -0.0651
C -4.139428 0.077061 -1.043286 -0.0173 0.1541 -0.1051
C -3.248886 1.148620 -0.944119 -0.1708 -0.0214 -0.0935
N -2.352113 1.863394 -0.764743 0.1473 0.0542 -0.0992
C -5.390996 0.101614 -1.703714 0.2629 0.0530 0.2690
N -6.431523 0.058043 -2.197375 -0.0728 -0.0425 -0.1103
H -3.670839 -3.093556 -0.328059 -0.0482 -0.0148 0.0015
H -5.031603 -2.373842 -1.110236 -0.0148 0.0416 -0.0033
C -0.651281 4.307753 7.698064 -0.0023 -0.0512 0.0526
C -0.944152 5.393594 6.655797 0.0330 -0.0255 -0.0672
C -2.453107 5.665388 6.620353 -0.0451 -0.0032 0.0212
C -0.236292 6.673918 7.095282 0.0048 0.0724 0.0429
C -0.486361 4.920073 5.274613 -0.0429 -0.0382 -0.0258
C 0.394373 5.660802 4.488358 0.0379 -0.1013 -0.1546
C 0.797993 5.239377 3.214470 -0.0756 0.0992 0.2591
C 0.288656 4.050169 2.763282 0.2892 0.1677 -0.3648
O 0.533758 3.414860 1.576475 -0.2237 -0.2134 0.1079
B -0.195274 2.203742 1.590613 -0.1113 0.9614 1.0343
O -0.920381 2.161842 2.839960 0.3223 0.2784 -0.1019
C -0.582372 3.306559 3.526454 -0.2482 -0.3677 0.0378
C -0.991194 3.707610 4.772086 0.0573 0.1919 0.1397
H -0.949641 4.648089 8.691801 -0.0054 0.0118 0.0131
H 0.412844 4.067565 7.723903 0.0240 0.0213 -0.0055
H -1.196109 3.386088 7.489985 -0.0049 0.0037 -0.0223
H -2.802799 5.998584 7.599987 -0.0014 0.0048 0.0184
H -3.014213 4.769977 6.350306 0.0010 -0.0134 -0.0054
H -2.690956 6.440391 5.890619 0.0117 0.0134 -0.0183
H -0.574238 6.945274 8.097025 0.0029 0.0049 0.0078
H -0.460369 7.513952 6.436287 -0.0287 -0.0134 -0.0314
H 0.847350 6.551697 7.130355 0.0129 -0.0449 0.0116
H 0.789691 6.594055 4.859456 0.0050 0.0307 0.0149
H 1.484570 5.817950 2.612683 0.0120 0.0247 0.0024
H -1.688188 3.106777 5.341741 -0.0090 -0.0139 -0.0025
```
Positions in Å, forces in eV/Å.

The LUMO energy comes out at -0.4 eV. Its molar mass is 782.514 Da. The spin multiplicity is 1. Its energy above the lowest of the compared OMol25 structures with the same formula, charge and spin is 52.5 kJ/mol. The calculation puts the energy at -80053.98946 eV.

Record 2
Formula: C31H30Br2F3N4O2P
Source: the Open Molecules 2025 dataset
Level of theory: ωB97M-V with the def2-TZVPD basis set

The geometry in XYZ format:
```
73
Properties=species:S:1:pos:R:3:forces:R:3
O 0.076233 2.285425 -2.039991 0.2188 -0.2066 0.1662
C 0.955089 1.962811 -1.280289 -0.1843 0.4677 -0.2029
O 2.216426 1.654954 -1.718786 -0.6166 -0.4773 0.1218
P 2.390774 0.533145 -2.971879 0.8848 -0.0587 0.1650
C 0.814065 -0.428872 -3.021651 -0.2749 0.0611 -0.2546
C 1.109998 -1.920813 -3.227625 0.2159 0.3294 -0.0809
C 1.429406 -2.778253 -1.987780 -0.1367 -0.0920 -0.1893
F 0.401444 -3.665887 -1.779358 0.1084 0.1678 0.0741
Br 1.678312 -1.761142 -0.360570 0.0039 0.0026 -0.0180
C 2.686795 -3.640245 -2.251139 0.1452 -0.2616 0.3025
F 3.750423 -2.856202 -2.481618 -0.2237 -0.1323 -0.0376
F 2.461160 -4.381488 -3.357438 0.0815 0.1922 0.0818
Br 3.112659 -4.863059 -0.796264 -0.0712 0.1330 -0.2457
C 0.793980 1.856879 0.192183 0.1021 0.1054 -0.0218
C 1.892814 1.682094 1.026960 0.0747 -0.0416 0.0181
C 1.714307 1.598547 2.399872 -0.0436 -0.0187 0.0065
C 0.437938 1.677871 2.940963 0.2207 0.0517 -0.0964
C -0.657181 1.842238 2.104933 -0.1746 0.0866 0.0132
C -0.487362 1.939577 0.735221 0.0660 -0.0008 -0.0231
H 2.211375 1.361206 -4.094336 -0.3834 0.1619 0.0735
H 0.243108 -0.068485 -3.879485 0.0216 -0.0468 0.0446
H 0.186842 -0.263098 -2.148372 0.0655 0.0011 0.0230
H 1.963006 -2.005905 -3.906357 -0.1081 -0.0650 -0.0522
H 0.257494 -2.380960 -3.727217 0.0362 -0.1882 0.1360
H 2.883218 1.615472 0.597103 -0.0136 -0.0088 0.0334
H 2.570613 1.457010 3.046560 0.0049 0.0347 -0.0158
H 0.296816 1.599368 4.009174 -0.0306 -0.0152 -0.0454
H -1.649997 1.903097 2.532248 0.0004 -0.0474 -0.0131
H -1.332649 2.069824 0.071659 0.0251 0.0281 0.0103
C -0.297562 1.151748 -8.624904 -0.0085 0.0010 -0.0135
C 0.024063 -0.128604 -8.202829 -0.0105 0.0224 -0.0107
C 0.692594 -0.274908 -6.997917 0.0314 0.0098 0.0360
N 1.047180 0.748641 -6.221912 -0.0624 -0.1332 -0.1410
C 0.732409 1.971574 -6.640911 0.0348 0.0271 0.0842
C 0.062633 2.225856 -7.828157 -0.0014 -0.0206 -0.0162
H -0.820709 1.309042 -9.559209 -0.0010 0.0000 -0.0012
H -0.236664 -0.996407 -8.792771 0.0024 -0.0096 0.0082
H 0.960227 -1.261619 -6.633383 -0.0074 -0.0092 -0.0292
H 1.030864 2.785316 -5.987992 -0.0251 0.0137 -0.0107
H -0.169708 3.241458 -8.116971 0.0064 0.0079 0.0096
C -2.446784 -2.529915 5.887565 0.1284 0.0418 0.0694
C -1.424784 -1.789849 6.463207 -0.0174 -0.0095 -0.0322
C -0.728165 -0.892226 5.667868 0.0130 0.0182 -0.0191
N -0.982602 -0.700387 4.375477 -0.0710 -0.0833 0.1253
C -1.964414 -1.419983 3.835695 0.0308 0.0343 -0.0680
C -2.723009 -2.339986 4.543462 0.0133 0.0053 -0.0066
H -3.022161 -3.237580 6.467150 -0.0573 -0.0054 -0.0260
H -1.171280 -1.903971 7.508611 0.0139 0.0068 0.0005
H 0.076789 -0.295002 6.085898 -0.0082 -0.0202 0.0247
H -2.147366 -1.246476 2.779695 -0.0187 -0.0188 0.0046
H -3.513127 -2.894551 4.056975 -0.0180 0.0033 0.0093
C -8.261827 -3.367521 5.889582 -0.0157 0.0014 -0.0018
C -7.621934 -4.528984 5.487750 -0.0093 0.0200 0.0052
C -6.239173 -4.582709 5.572560 0.0388 0.0050 0.0112
N -5.489067 -3.576186 6.017943 -0.1098 -0.0878 -0.0147
C -6.117865 -2.466804 6.399014 0.0787 0.0225 0.0036
C -7.495042 -2.312250 6.356079 -0.0135 -0.0187 -0.0075
H -9.339907 -3.286054 5.839379 -0.0012 -0.0002 -0.0003
H -8.180015 -5.377052 5.115711 0.0088 -0.0089 -0.0013
H -5.702059 -5.474786 5.269153 -0.0254 -0.0122 -0.0057
H -5.481469 -1.662184 6.753292 -0.0227 0.0152 -0.0014
H -7.951394 -1.387107 6.679914 0.0106 0.0079 0.0026
C 5.229655 5.457116 -2.041742 -0.0038 0.0145 -0.0113
C 6.250102 5.618965 -1.118456 -0.0125 -0.0034 -0.0117
C 6.525803 4.572993 -0.250399 -0.0008 -0.0335 0.0360
N 5.863342 3.418468 -0.251810 -0.0099 0.0507 -0.0430
C 4.884569 3.277163 -1.145930 0.1564 0.0002 0.1100
C 4.531235 4.261182 -2.057337 -0.0229 0.0030 -0.0131
H 4.983114 6.250090 -2.736366 0.0001 -0.0001 -0.0001
H 6.821765 6.535733 -1.068982 0.0102 -0.0043 0.0080
H 7.317850 4.662390 0.485382 0.0035 0.0290 -0.0070
H 4.361534 2.332112 -1.128132 -0.0278 -0.0281 -0.0442
H 3.725254 4.088148 -2.757969 -0.0140 -0.0163 0.0158
```
Positions in Å, forces in eV/Å.

The LUMO energy comes out at 0.6 eV. Its molar mass is 738.383 Da. The spin multiplicity is 1. The calculation puts the energy at -200214.92840 eV. As for the SMILES: O=C(OPCC[C@](F)(Br)C(F)(F)Br)c1ccccc1.c1ccncc1.c1ccncc1.c1ccncc1.c1ccncc1.

Record 3
Formula: C31H30ClN3O2S
Source: the Open Molecules 2025 dataset
Level of theory: ωB97M-V with the def2-TZVPD basis set

The geometry in XYZ format:
```
68
Properties=species:S:1:pos:R:3:forces:R:3
C 3.977553 -3.712509 -2.326674 0.1575 0.0177 0.4287
C 5.171375 -2.763326 -2.544521 0.1424 -0.3949 -0.4250
N 4.881186 -1.436756 -2.080827 -0.5610 0.1193 0.1766
C 5.878679 -0.426913 -1.812547 0.4195 0.2986 0.1879
C 5.064343 0.785713 -1.280937 0.4968 0.5404 0.1564
C 3.634654 0.324026 -1.302492 -0.8095 -0.3992 0.0234
C 2.435510 0.863562 -0.904307 -0.1889 0.0878 0.3812
C 1.198518 0.142156 -1.077158 1.1516 -0.4721 -0.4787
C -0.011910 0.755623 -0.672542 -0.0291 1.2420 -1.1964
C -1.277763 0.120114 -0.841199 -0.7333 -0.7766 0.3382
C -2.378083 0.901396 -1.306442 0.0090 -0.0281 0.4716
C -3.570391 0.289776 -1.594982 0.5251 -0.4456 0.4426
C -3.679514 -1.106139 -1.453921 0.3594 -0.2005 -0.3723
N -4.898159 -1.547872 -1.846448 0.3607 0.0209 -0.0565
C -5.310862 -2.909874 -1.692312 -0.1958 -0.2617 0.3228
C -4.109581 -3.853511 -1.785047 0.2042 0.0252 -0.3018
C -2.912073 -3.418552 -0.925677 0.1863 -0.2812 0.4896
C -2.638562 -1.944269 -1.019318 -0.0506 0.9925 0.2671
C -1.470690 -1.292797 -0.639357 0.1639 0.3771 -0.0798
C -5.795719 -0.455187 -2.142831 -0.3574 0.2218 0.0186
C -4.892598 0.804678 -2.062874 -0.5981 0.6062 -0.5017
C 1.265851 -1.115012 -1.783489 -0.1269 -0.0206 1.0270
C 2.467990 -1.721433 -2.081911 -0.0645 0.6778 0.3165
C 3.628529 -0.987196 -1.818906 0.2197 -0.1452 -0.2756
C 2.619816 -3.085816 -2.665365 -0.0700 -0.2670 -0.5394
H 4.132502 -4.614914 -2.926249 0.0054 0.1221 0.1174
H 3.971933 -4.022452 -1.272325 -0.0200 0.0792 -0.1833
H 6.058015 -3.136135 -1.998411 -0.3153 0.0504 -0.2603
H 5.428540 -2.744064 -3.622319 0.0079 0.0241 0.3195
H 6.602438 -0.781740 -1.064261 -0.1278 -0.0108 -0.1268
H 6.453941 -0.174496 -2.717486 -0.1940 -0.0753 0.1425
H 5.406371 1.072750 -0.278167 -0.1791 -0.0364 -0.2128
H 5.212276 1.655528 -1.932718 -0.0713 -0.1331 0.1720
H 2.371844 1.821817 -0.365579 0.1241 -0.4014 -0.3034
H -0.005719 1.847121 -0.544208 -0.0094 -0.7983 -0.5932
H -2.278957 1.987762 -1.396099 0.1129 -0.3667 -0.0247
H -5.807201 -3.050572 -0.714898 -0.0351 0.0094 -0.1948
H -6.043772 -3.122356 -2.481629 0.1090 -0.1579 0.2022
H -4.418321 -4.859995 -1.492885 -0.0107 0.0859 -0.0730
H -3.781861 -3.906135 -2.830333 -0.0910 0.0337 0.0964
H -3.079573 -3.699195 0.129257 0.0073 0.0834 -0.3005
H -2.015158 -3.965578 -1.248678 -0.2341 0.0187 0.1017
H -0.678632 -1.870673 -0.135357 -0.3675 0.3910 -0.3975
H -6.249299 -0.589861 -3.135246 0.0745 0.0589 0.1910
H -6.616658 -0.412925 -1.409424 0.1436 -0.0061 -0.1062
H -5.325632 1.560245 -1.391553 0.1918 -0.2102 -0.1740
H -4.807680 1.265397 -3.056536 -0.0108 -0.0180 0.2305
H 0.364783 -1.691829 -2.023849 0.2927 0.5401 0.0622
H 2.511287 -3.024905 -3.756189 0.0062 -0.0767 0.0536
H 1.811916 -3.729676 -2.300933 0.1299 0.0071 -0.1091
N -1.241097 5.888950 8.773512 0.8878 -1.2362 -2.2676
C -0.878828 5.356692 7.793418 -0.8667 1.0289 1.9842
C -0.462550 4.703531 6.574132 0.1110 -0.2419 -0.4757
C -0.194773 5.455177 5.428171 0.0541 0.2230 -0.0737
C 0.238501 4.837363 4.255529 -0.1078 0.0582 -0.0117
C 0.406162 3.451235 4.191278 0.1865 0.2867 0.3677
S 1.176921 2.725719 2.695363 -0.5606 -0.9137 -1.4760
C 0.057567 1.803818 1.607033 0.6132 2.2925 0.8011
Cl -0.315215 0.299369 2.257798 -0.8014 -2.2941 1.5287
O 1.554741 3.851112 1.866098 0.1335 0.4438 0.4277
O 2.184474 1.814153 3.190464 -0.1071 0.2597 0.1882
C 0.148626 2.696635 5.341868 -0.1524 -0.0946 0.0906
C -0.305538 3.314177 6.511936 0.0745 -0.1307 0.1045
H -0.304767 6.540728 5.469692 0.0599 -0.3396 -0.0774
H 0.484515 5.452745 3.395110 -0.0413 -0.1964 0.0470
H -0.846424 2.431096 1.517027 0.2590 -0.1910 -0.1069
H 0.319058 1.621277 5.346471 -0.0301 0.2390 -0.1047
H -0.516877 2.733244 7.413257 0.1378 0.0582 -0.3961
```
Positions in Å, forces in eV/Å.

The LUMO energy comes out at -1.1 eV. Its molar mass is 544.120 Da. The spin multiplicity is 1. The calculation puts the energy at -64553.67703 eV.